Arrangement one

DFT (ωB97M-V/def2-TZVPD) results for 2 unconnected molecules or ions with the total composition C2O3.

The calculation puts the frontier orbital gap at 13.77 eV. The spin multiplicity is 1.

Structure (XYZ):
```
5
C2O3 ωB97M-V/def2-TZVPD
C 1.176 -0.153 0.027
C -1.395 0.520 -0.351
O 1.659 0.879 0.115
O -2.162 -0.044 0.255
O 0.722 -1.203 -0.046
```



Arrangement two

DFT (ωB97M-V/def2-TZVPD) results for 2 unconnected molecules or ions with the total composition C2O3.

The calculation puts the frontier orbital gap at 13.64 eV. The spin multiplicity is 1.

Structure (XYZ):
```
5
C2O3 ωB97M-V/def2-TZVPD
C -0.809 -0.969 0.508
C 1.366 0.953 -0.650
O 0.833 1.929 -0.841
O -0.367 -1.655 1.325
O -1.229 -0.271 -0.305
```



Stability check: which of them is least stable? arrangement one.